Entry from the Open Molecules 2025 dataset: a molecular structure, C2H10F6MnNO9S2 (ωB97M-V with the def2-TZVPD basis set).

The geometry in XYZ format:
```
31
Properties=species:S:1:pos:R:3:forces:R:3:lowdin_spin:R:1
Mn 29.053251 10.788297 13.984355 0.38 -0.46 0.42 4.684
S 32.274126 11.576306 13.344394 2.12 1.51 0.96 0.009
S 30.412988 12.561801 11.527330 -0.29 0.72 -0.01 0.007
F 32.548240 14.323512 13.483702 -0.30 0.12 0.04 0.000
F 33.885750 13.246383 14.784072 0.28 -0.22 -0.71 0.001
F 30.368433 11.869007 9.004509 -0.08 -0.09 -0.06 0.000
F 29.414897 10.421977 10.343646 0.39 0.25 -0.34 0.000
F 31.578731 10.597850 10.263168 0.54 -0.64 -0.29 0.000
F 31.832496 13.238688 15.285980 -0.59 0.75 -0.31 0.000
O 30.336980 9.967951 15.571084 -0.13 -0.72 0.46 0.042
O 27.433496 9.633747 15.052414 -0.49 -0.20 0.31 0.032
O 28.637109 12.321114 15.326967 -0.26 1.05 0.54 0.047
O 32.523859 10.609426 14.383316 -0.69 -0.22 -0.12 0.001
O 29.317820 9.038856 12.845463 0.27 -1.05 -0.41 0.043
O 33.178516 11.577443 12.244444 -0.63 -0.27 -0.46 0.005
O 31.435468 13.489431 11.132246 -0.43 -0.95 0.82 0.006
O 29.061842 13.052860 11.612577 0.39 -0.69 0.30 0.003
O 27.360925 11.164556 12.777022 -1.20 0.09 0.05 0.046
N 30.672982 11.644796 13.018373 1.50 1.65 -2.61 0.042
C 30.468532 11.262657 10.160652 -1.00 0.41 1.19 0.001
C 32.688189 13.262555 14.224747 -0.46 -1.88 1.02 0.002
H 26.793959 10.720665 12.134074 0.28 0.01 -0.21 0.004
H 26.603317 9.574457 14.565536 0.01 0.05 0.00 0.001
H 26.818872 11.888623 13.122843 0.16 0.18 -0.21 0.002
H 31.220346 9.639927 15.327887 0.18 0.57 -0.16 0.002
H 28.262172 12.297828 16.216050 -0.05 -0.15 -0.06 0.004
H 30.213147 8.680004 12.773039 0.02 0.11 -0.02 0.003
H 28.788595 8.500342 12.244916 -0.07 0.09 0.03 0.004
H 29.128689 13.155868 15.285701 0.10 -0.12 -0.13 0.003
H 30.146266 9.558505 16.422739 -0.16 0.08 -0.02 0.003
H 27.290521 9.104806 15.847089 0.19 -0.01 -0.01 0.002
```
Positions in Å, forces in eV/Å.

## Properties
**Expectation value of S²**: 8.752
**Energy above the lowest of the compared OMol25 structures with the same formula, charge and spin**: 0.000 eV
**Lowest unoccupied orbital energy (spin up / spin down)**: -0.140 / -0.140 Eh
**Orbital gap (spin up / spin down)**: 9.5 / 10.0 eV
**Net charge**: +1
**Multiplicity**: 6
**Highest occupied orbital energy (spin up / spin down)**: -13.34 / -13.79 eV

=====

Entry from the Open Molecules 2025 dataset: 2 unconnected molecules or ions with the total composition C2H10N (ωB97M-V with the def2-TZVPD basis set).

The geometry in XYZ format:
```
13
Properties=species:S:1:pos:R:3:forces:R:3:lowdin_charge:R:1
N -1.276472 -1.336627 -0.723670 -0.69 -0.54 -1.30 0.329
C 0.872062 1.073399 -0.259181 -0.77 -0.44 0.08 -0.162
C 0.757389 0.631369 1.201663 -0.15 -0.54 -0.32 -0.148
H 1.581859 1.882581 -0.345847 0.29 -0.04 -0.32 0.078
H -0.660960 -1.023499 0.038530 0.01 0.05 -0.08 0.099
H 0.416939 -0.409706 1.340432 -0.23 0.12 -0.06 0.048
H -1.077410 -2.281685 -1.073598 0.28 -0.06 0.61 0.169
H 0.117386 1.276918 1.783426 -0.19 0.17 0.15 0.076
H -1.190800 -0.769635 -1.573455 0.28 0.49 0.37 0.157
H -0.070882 1.445650 -0.652984 -0.30 0.37 0.19 0.058
H 1.083896 0.239345 -0.934395 0.78 0.13 0.08 0.057
H 1.717579 0.597483 1.678974 0.57 0.16 0.19 0.072
H -2.270592 -1.325589 -0.479900 0.11 0.11 0.41 0.166
```
Positions in Å, forces in eV/Å.

## Properties
**Energy above the lowest of the compared OMol25 structures with the same formula, charge and spin**: 0.223 eV
**Lowest unoccupied orbital energy**: -0.160 Eh
**Orbital gap**: 11.7 eV
**Net charge**: +1
**Highest occupied orbital energy**: -16.02 eV

=====

Q: What is the net charge in the first record?
A: +1

=====

Q: The lowest energy above the lowest of the compared OMol25 structures with the same formula, charge and spin belongs to which entry?
A: C2H10F6MnNO9S2